Formula: C5H9N3O
Source: the OMol25 dataset
Level of theory: ωB97M-V with the def2-TZVPD basis set

Orbital gap: 9.093 eV
E_HOMO: -8.29 eV
F_max: 7.9 eV/A
LUMO level: 0.80 eV

The geometry in ORCA input format:
```
! RIJCOSX wB97M-V def2-TZVPD def2/J DEFGRID3
* xyz 0 1
C -0.03 0.46 -0.06
C 0.60 0.72 -1.40
C 0.85 -1.58 -0.66
C -0.49 -0.94 -0.10
C -0.97 -0.48 1.34
H -0.53 1.18 2.62
H -1.91 2.21 2.02
H 0.98 0.69 0.44
H -0.07 1.38 -2.18
H 1.68 1.10 -1.43
H 1.05 -1.07 -2.75
H 0.84 -2.66 -1.17
H 1.63 -1.24 0.23
H -1.49 -1.02 -0.49
N -0.98 1.77 1.90
N -1.12 0.86 0.87
N 1.01 -0.58 -1.73
O -1.05 -0.81 2.55
*
```

natural (NBO) atomic charge list, values in e, 6 entries: C -0.1038; C -0.2240; C -0.2124; C -0.3379; C 0.6755; H 0.3804

Formula: C5H9N3O2
Source: the OMol25 dataset
Level of theory: ωB97M-V with the def2-TZVPD basis set

Orbital gap: 9.627 eV
E_HOMO: -9.07 eV
F_max: 6.1 eV/A
LUMO level: 0.55 eV

The geometry in ORCA input format:
```
! RIJCOSX wB97M-V def2-TZVPD def2/J DEFGRID3
* xyz 0 1
C 1.34 2.34 -0.16
N 0.46 1.14 -0.30
O 1.20 -0.05 -0.52
C 0.81 -1.27 0.06
C 1.74 -2.32 -0.20
N -0.26 -1.40 0.74
C -1.37 -0.71 1.06
N -2.07 -0.11 0.17
C -3.23 0.46 -0.09
O -4.31 -0.04 -0.05
H 2.27 2.30 -0.75
H 0.77 3.22 -0.45
H 1.65 2.39 0.87
H -0.13 1.26 -1.11
H 2.85 -1.97 -0.33
H 1.41 -2.77 -1.18
H 1.58 -2.99 0.67
H -1.72 -0.89 2.08
H -2.98 1.43 -0.52
*
```

natural (NBO) atomic charge list, values in e, 6 entries: C -0.4300; N -0.3210; O -0.3977; C 0.6292; C -0.6937; N -0.5420

Formula: C5H9N3O2
Source: the OMol25 dataset
Level of theory: ωB97M-V with the def2-TZVPD basis set

Orbital gap: 10.524 eV
E_HOMO: -9.93 eV
F_max: 1.7 eV/A
LUMO level: 0.59 eV

The geometry in ORCA input format:
```
! RIJCOSX wB97M-V def2-TZVPD def2/J DEFGRID3
* xyz 0 1
N 2.38 1.18 -0.79
C 1.74 0.38 -0.25
C 0.94 -0.79 0.24
N 1.42 -2.08 -0.19
C -0.51 -0.59 -0.12
N -1.23 -1.36 -0.83
C -2.56 -0.75 -0.90
C -2.46 0.50 -0.01
O -1.07 0.52 0.39
H 1.00 -0.74 1.34
H 1.41 -2.18 -1.20
H 2.35 -2.27 0.16
H -2.80 -0.51 -1.95
H -3.31 -1.47 -0.54
H -2.67 1.44 -0.54
H -3.07 0.44 0.90
O 2.71 3.10 1.59
H 2.91 2.95 0.63
H 2.84 2.24 2.05
*
```

natural (NBO) atomic charge list, values in e, 6 entries: N -0.3414; C 0.2807; C -0.1930; N -0.7821; C 0.5444; N -0.4585

Formula: C5H9N3O2S
Source: the OMol25 dataset
Level of theory: ωB97M-V with the def2-TZVPD basis set

Orbital gap: 9.001 eV
E_HOMO: -19.10 eV
F_max: 2.8 eV/A
LUMO level: -10.10 eV

The geometry in ORCA input format:
```
! RIJCOSX wB97M-V def2-TZVPD def2/J DEFGRID3
* xyz 2 1
C -0.21 0.63 0.53
C 0.28 -1.01 0.41
C 1.96 0.49 0.55
C 3.33 0.91 0.63
C -3.78 1.02 -0.79
N 0.92 1.28 0.60
N 1.60 -0.87 0.42
N -0.45 -2.06 0.33
O -1.36 1.03 0.50
O -2.95 -1.08 0.47
S -3.20 0.31 0.74
H 3.74 0.70 1.63
H 3.41 1.99 0.48
H 3.98 0.37 -0.06
H -3.73 2.11 -0.75
H -3.24 0.65 -1.65
H -4.82 0.72 -0.89
H 2.29 -1.61 0.34
H -1.48 -1.98 0.35
H -0.06 -3.00 0.26
*
```

natural (NBO) atomic charge list, values in e, 6 entries: C 0.7345; C 0.4768; C 0.6578; C -0.7333; C -0.8864; N -0.4952

Formula: C5H9N4O
Source: the OMol25 dataset
Level of theory: ωB97M-V with the def2-TZVPD basis set

Orbital gap: 10.106 eV
E_HOMO: -14.25 eV
F_max: 1.5 eV/A
LUMO level: -4.15 eV

The geometry in ORCA input format:
```
! RIJCOSX wB97M-V def2-TZVPD def2/J DEFGRID3
* xyz 1 1
H 0.23 0.27 -1.50
N 0.21 0.05 -0.51
C 1.21 0.40 0.20
N 1.25 0.10 1.56
N 0.32 -0.49 2.28
N -0.73 -0.86 1.79
C -1.39 -0.87 0.71
C -2.21 -1.82 -0.06
C -2.73 -0.45 0.26
O 2.31 1.06 -0.11
C 2.50 1.63 -1.41
H 2.07 0.40 2.07
H -2.56 -2.70 0.47
H -1.93 -2.03 -1.08
H -2.78 0.27 -0.54
H -3.48 -0.30 1.03
H 1.58 2.07 -1.78
H 2.87 0.87 -2.11
H 3.26 2.40 -1.28
*
```

natural (NBO) atomic charge list, values in e, 6 entries: H 0.4034; N -0.7400; C 0.7309; N -0.4110; N 0.1375; N -0.1333

Formula: C5H9N5O2
Source: the OMol25 dataset
Level of theory: ωB97M-V with the def2-TZVPD basis set

Orbital gap: 8.749 eV
E_HOMO: -8.19 eV
F_max: 4.6 eV/A
LUMO level: 0.56 eV

The geometry in ORCA input format:
```
! RIJCOSX wB97M-V def2-TZVPD def2/J DEFGRID3
* xyz 0 1
C -3.79 -1.10 0.28
C -2.57 -0.35 -0.15
N -1.59 -1.12 -0.24
N -0.36 -0.52 -0.62
C -0.22 0.70 0.05
N 0.99 1.22 0.45
C 2.17 0.99 -0.24
C 2.90 -0.37 0.00
O 3.70 -0.88 -0.73
O 2.41 -1.06 1.06
N -1.20 1.55 0.11
N -2.44 1.05 -0.30
H -4.28 -0.65 1.09
H -3.62 -2.20 0.42
H -4.64 -1.24 -0.57
H 0.38 -1.10 -0.27
H 0.89 2.22 0.81
H 2.93 1.75 0.28
H 2.20 1.05 -1.38
H 1.67 -0.55 1.42
H -3.21 1.67 0.09
*
```

natural (NBO) atomic charge list, values in e, 6 entries: C -0.6488; C 0.3735; N -0.3090; N -0.4717; C 0.4920; N -0.6468

Formula: C5H9N5O3
Source: the OMol25 dataset
Level of theory: ωB97M-V with the def2-TZVPD basis set

Orbital gap (alpha / beta): 7.546 / 7.548 eV
E_HOMO (alpha / beta): -8.15 / -8.15 eV
F_max: 5.6 eV/A
LUMO level (alpha / beta): -0.61 / -0.61 eV

The geometry in ORCA input format:
```
! RIJCOSX wB97M-V def2-TZVPD def2/J DEFGRID3
* xyz 0 1
C 2.24 -1.77 0.36
C 1.89 -0.47 -0.30
C 2.98 0.61 0.00
N 0.69 0.07 0.39
N -0.42 0.07 -0.10
C -1.48 0.84 -0.07
N -1.43 2.22 -0.03
C -2.60 -0.04 -0.09
N -2.12 -1.27 -0.14
O -2.57 -2.37 0.14
N -4.02 0.19 -0.06
O -4.71 -0.78 -0.37
O -4.39 1.27 0.40
H 2.17 -1.59 1.31
H 3.35 -1.93 0.23
H 1.65 -2.52 -0.03
H 1.74 -0.54 -1.32
H 2.63 1.42 -0.61
H 3.94 0.23 -0.43
H 3.13 0.93 1.02
H -2.23 2.72 -0.35
H -0.46 2.69 0.08
*
```

natural (NBO) atomic charge list, values in e, 6 entries: C -0.5901; C -0.0776; C -0.6043; N -0.1216; N -0.0943; C 0.4076

Formula: C5H9NO
Source: the OMol25 dataset
Level of theory: ωB97M-V with the def2-TZVPD basis set

Orbital gap: 11.535 eV
E_HOMO: -10.97 eV
F_max: 1.2 eV/A
LUMO level: 0.57 eV

The geometry in ORCA input format:
```
! RIJCOSX wB97M-V def2-TZVPD def2/J DEFGRID3
* xyz 0 1
C -1.03 -0.88 0.70
C -0.26 0.27 0.03
C -0.38 0.18 -1.50
C -0.84 1.52 0.56
N -1.36 2.43 1.07
C 1.24 0.25 0.42
O 1.74 -1.01 0.01
H -0.41 -1.78 0.67
H -1.28 -0.65 1.74
H -1.96 -1.07 0.16
H -1.38 0.44 -1.84
H -0.17 -0.86 -1.79
H 0.35 0.82 -2.01
H 1.76 1.07 -0.10
H 1.35 0.40 1.50
H 2.62 -1.12 0.38
*
```

natural (NBO) atomic charge list, values in e, 6 entries: C -0.5959; C -0.1806; C -0.5920; C 0.2959; N -0.3287; C -0.0425

| no. | electronic energy (eV) |
| --- | --- |
| 1 | -11842.4661 |
| 2 | -13892.6330 |
| 3 | -13895.2754 |
| 4 | -24712.4151 |
| 5 | -13327.8165 |
| 6 | -16874.0776 |
| 7 | -18914.8766 |
| 8 | -8868.1158 |